No. 1
{
  "formula": "C6H8",
  "method": "ωB97M-V/def2-TZVPD",
  "smiles": "C1=CC1.C=C=C",
  "e_tot_ha": -233.23355,
  "e_above_lowest_ev": 4.176,
  "homo_energy_ev": -9.088,
  "e_lumo_ev": 1.2,
  "gap_ev": 10.269,
  "max_force_ha_per_bohr": 0.0125,
  "species": ["C", "C", "C", "C", "C", "C", "H", "H", "H", "H", "H", "H", "H", "H"],
  "xyz": [[1.1251, -1.6121, -0.4439], [1.3797, -0.7475, 0.5001], [1.3757, 0.2915, 1.2865], [-0.6259, 1.2633, -0.2718], [-1.7046, 0.2784, 0.0552], [-0.9767, 0.4809, -1.2414], [1.6018, -2.5657, -0.6309], [0.7223, 0.3353, 2.1549], [1.9874, 1.1642, 1.0687], [-0.0807, 2.1218, 0.0722], [-2.7300, 0.6418, 0.1514], [-1.4862, -0.5920, 0.6866], [0.3180, -1.2864, -1.1052], [-0.9058, 0.2265, -2.2826]],
  "atomic_forces_ev_per_a": [[0.06, 0.32, 0.32], [-0.12, -0.27, -0.36], [0.23, -0.05, 0.24], [-0.33, 0.00, -0.55], [-0.29, -0.09, 0.17], [-0.09, 0.57, 0.17], [0.06, 0.13, 0.21], [0.20, -0.09, -0.04], [0.04, -0.23, 0.10], [-0.03, -0.03, -0.04], [0.08, -0.12, 0.01], [0.06, 0.18, -0.18], [0.15, -0.27, -0.06], [-0.03, -0.05, 0.01]]
}



No. 2
{
  "formula": "C6H8",
  "method": "ωB97M-V/def2-TZVPD",
  "smiles": "C#C/C(C)=C/C",
  "e_tot_ha": -233.32978,
  "e_above_lowest_ev": 1.557,
  "homo_energy_ev": -8.732,
  "e_lumo_ev": 1.0,
  "gap_ev": 9.758,
  "max_force_ha_per_bohr": 0.0248,
  "species": ["C", "C", "C", "C", "C", "C", "H", "H", "H", "H", "H", "H", "H", "H"],
  "xyz": [[-0.2077, 0.9275, 1.8660], [0.2828, 0.8653, 0.4623], [0.1294, -0.1188, -0.4085], [-0.6860, -1.3647, -0.1118], [0.6693, 0.0186, -1.7462], [1.0905, 0.0510, -2.8802], [-0.9705, 0.1366, 2.1226], [-0.6219, 1.9590, 2.0864], [0.6658, 0.7992, 2.5406], [0.8970, 1.6815, 0.1200], [-0.6753, -2.0624, -0.9827], [-1.7506, -1.1109, 0.0393], [-0.2539, -1.8248, 0.8040], [1.4311, 0.0428, -3.9118]],
  "atomic_forces_ev_per_a": [[-0.52, 0.23, 0.81], [0.35, 0.31, 0.14], [-0.55, -0.37, -0.87], [0.06, -0.33, -0.30], [0.24, -0.22, -0.49], [-0.14, -0.11, 0.06], [0.78, 0.93, -0.31], [0.31, -1.22, -0.20], [-0.52, 0.04, -0.18], [0.07, 0.38, 0.09], [0.25, 0.39, 0.86], [0.47, -0.07, 0.20], [-0.57, -0.07, -0.67], [-0.22, 0.10, 0.86]]
}



No. 3
{
  "formula": "C6H8",
  "method": "ωB97M-V/def2-TZVPD",
  "smiles": "CC1=CCC=C1",
  "e_tot_ha": -233.36747,
  "e_above_lowest_ev": 0.532,
  "homo_energy_ev": -8.367,
  "e_lumo_ev": 1.2,
  "gap_ev": 9.537,
  "max_force_ha_per_bohr": 0.0635,
  "species": ["C", "C", "C", "C", "C", "C", "H", "H", "H", "H", "H", "H", "H", "H"],
  "xyz": [[1.6153, 1.4858, -0.1329], [0.5637, 0.4684, -0.0778], [-0.3047, 0.3566, 0.9888], [-1.3610, -0.6731, 0.7219], [-0.8797, -1.2530, -0.5816], [0.2037, -0.6455, -1.0022], [1.5728, 2.0531, -1.1172], [2.6782, 1.0948, -0.0373], [1.5532, 2.2650, 0.6526], [-0.5245, 1.1338, 1.8122], [-2.4554, -0.4295, 0.7079], [-1.2911, -1.5185, 1.4815], [-1.3839, -2.0505, -1.0941], [0.8267, -0.9834, -1.9023]],
  "atomic_forces_ev_per_a": [[2.06, 1.39, -1.20], [-1.77, -1.20, 2.47], [-1.09, 2.26, -0.08], [0.17, -1.72, 0.26], [-1.49, -0.51, 0.39], [2.66, 0.57, -1.70], [0.15, -0.69, 1.00], [-1.24, 0.14, -0.30], [-0.37, -0.61, -0.28], [1.00, -1.33, -1.34], [1.05, 0.40, 0.07], [-0.06, 0.84, -0.62], [-0.02, -0.33, -0.02], [-1.06, 0.79, 1.35]]
}



Repeat the first record exactly.
{
  "formula": "C6H8",
  "method": "ωB97M-V/def2-TZVPD",
  "smiles": "C1=CC1.C=C=C",
  "e_tot_ha": -233.23355,
  "e_above_lowest_ev": 4.176,
  "homo_energy_ev": -9.088,
  "e_lumo_ev": 1.2,
  "gap_ev": 10.269,
  "max_force_ha_per_bohr": 0.0125,
  "species": ["C", "C", "C", "C", "C", "C", "H", "H", "H", "H", "H", "H", "H", "H"],
  "xyz": [[1.1251, -1.6121, -0.4439], [1.3797, -0.7475, 0.5001], [1.3757, 0.2915, 1.2865], [-0.6259, 1.2633, -0.2718], [-1.7046, 0.2784, 0.0552], [-0.9767, 0.4809, -1.2414], [1.6018, -2.5657, -0.6309], [0.7223, 0.3353, 2.1549], [1.9874, 1.1642, 1.0687], [-0.0807, 2.1218, 0.0722], [-2.7300, 0.6418, 0.1514], [-1.4862, -0.5920, 0.6866], [0.3180, -1.2864, -1.1052], [-0.9058, 0.2265, -2.2826]],
  "atomic_forces_ev_per_a": [[0.06, 0.32, 0.32], [-0.12, -0.27, -0.36], [0.23, -0.05, 0.24], [-0.33, 0.00, -0.55], [-0.29, -0.09, 0.17], [-0.09, 0.57, 0.17], [0.06, 0.13, 0.21], [0.20, -0.09, -0.04], [0.04, -0.23, 0.10], [-0.03, -0.03, -0.04], [0.08, -0.12, 0.01], [0.06, 0.18, -0.18], [0.15, -0.27, -0.06], [-0.03, -0.05, 0.01]]
}



What did the first record say?
{
  "formula": "C6H8",
  "method": "ωB97M-V/def2-TZVPD",
  "smiles": "C1=CC1.C=C=C",
  "e_tot_ha": -233.23355,
  "e_above_lowest_ev": 4.176,
  "homo_energy_ev": -9.088,
  "e_lumo_ev": 1.2,
  "gap_ev": 10.269,
  "max_force_ha_per_bohr": 0.0125,
  "species": ["C", "C", "C", "C", "C", "C", "H", "H", "H", "H", "H", "H", "H", "H"],
  "xyz": [[1.1251, -1.6121, -0.4439], [1.3797, -0.7475, 0.5001], [1.3757, 0.2915, 1.2865], [-0.6259, 1.2633, -0.2718], [-1.7046, 0.2784, 0.0552], [-0.9767, 0.4809, -1.2414], [1.6018, -2.5657, -0.6309], [0.7223, 0.3353, 2.1549], [1.9874, 1.1642, 1.0687], [-0.0807, 2.1218, 0.0722], [-2.7300, 0.6418, 0.1514], [-1.4862, -0.5920, 0.6866], [0.3180, -1.2864, -1.1052], [-0.9058, 0.2265, -2.2826]],
  "atomic_forces_ev_per_a": [[0.06, 0.32, 0.32], [-0.12, -0.27, -0.36], [0.23, -0.05, 0.24], [-0.33, 0.00, -0.55], [-0.29, -0.09, 0.17], [-0.09, 0.57, 0.17], [0.06, 0.13, 0.21], [0.20, -0.09, -0.04], [0.04, -0.23, 0.10], [-0.03, -0.03, -0.04], [0.08, -0.12, 0.01], [0.06, 0.18, -0.18], [0.15, -0.27, -0.06], [-0.03, -0.05, 0.01]]
}